No. 1
The following is a DFT calculation (wB97M-V/def2-TZVPD) of a 2-piece molecular cluster, C12H12 overall in a non-equilibrium geometry.

Calculated values
- energy above the lowest of the compared OMol25 structures with the same formula, charge and spin (eV) = 4.842
- lowest unoccupied orbital energy (eV) = 0.9
- structure (SMILES) = c1ccccc1.c1ccccc1
- E_tot (eV) = -12634.087
- 2S+1 = 1
- total charge = 0
- max |F| (eV Å⁻¹) = 7.3

```
24
Properties=species:S:1:pos:R:3:mulliken_charge:R:1
C -2.11263 -0.59800 1.36631 -0.414
C -2.21474 0.78689 1.21589 -0.339
C 3.31027 0.57028 0.05986 -0.323
C 0.67493 -0.51082 -0.27804 0.610
C -1.93804 -1.35583 0.14683 -0.484
C -1.82008 -0.86245 -1.07258 0.334
C 3.14611 -0.78930 0.15132 -0.367
C -2.16747 1.32159 -0.16104 -0.510
C 0.94522 0.91089 -0.18309 -0.103
C -2.12739 0.48614 -1.25251 -0.336
C 1.71349 -1.33187 0.00963 -0.163
C 2.21142 1.40269 0.15738 -0.504
H 1.55661 -2.43010 0.36870 0.156
H -2.27613 0.87757 -2.33528 0.220
H -1.43859 -1.60097 -1.97018 0.360
H -2.29766 2.41664 -0.45564 0.332
H -2.10221 -0.94522 2.45304 0.285
H 4.03289 -1.51459 0.13094 0.291
H 0.08885 1.60408 -0.57486 0.146
H -1.34779 -2.36247 0.40922 0.189
H -0.30304 -0.80946 -0.72532 -0.328
H 2.25278 2.50054 0.33726 0.315
H 4.46039 0.83532 0.10923 0.222
H -2.24719 1.39844 2.09294 0.410
```

No. 2
The following is a DFT calculation (wB97M-V/def2-TZVPD) of a 2-piece molecular cluster, C4H8INO3 overall in a non-equilibrium geometry.

Calculated values
- energy above the lowest of the compared OMol25 structures with the same formula, charge and spin (eV) = 3.903
- lowest unoccupied orbital energy (eV) = 0.3
- structure (SMILES) = C/C(I)=[N+](\[O-])O.CC=O
- E_tot (eV) = -20006.357
- 2S+1 = 1
- total charge = 0
- max |F| (eV Å⁻¹) = 2.9

```
17
Properties=species:S:1:pos:R:3:mulliken_charge:R:1
I 3.04267 1.03800 0.52402 0.105
O 1.46968 -0.21868 -1.70368 -0.484
O 0.63206 -2.13900 -0.71457 -0.675
O -1.23373 -1.14628 -3.09020 -0.513
N 1.20012 -1.06424 -0.59120 0.732
C -1.70812 -0.85361 -2.01847 0.099
C -1.48438 0.43762 -1.31694 -0.691
C 1.80137 -1.42175 1.74378 -1.062
C 1.86807 -0.72664 0.44424 0.014
H 1.09588 -2.35496 1.56595 0.285
H -2.04466 1.22772 -1.87575 0.277
H -1.78145 0.52074 -0.24426 0.277
H 0.87066 -0.56287 -2.47668 0.361
H -0.47837 0.63102 -1.29649 0.254
H 1.45736 -0.76539 2.57586 0.315
H -2.34142 -1.53537 -1.45476 0.338
H 2.79555 -1.74613 1.96033 0.368
```

No. 3
The following is a DFT calculation (wB97M-V/def2-TZVPD) of a 7-piece molecular cluster, C4H23N2O8 overall in a non-equilibrium geometry.

Calculated values
- energy above the lowest of the compared OMol25 structures with the same formula, charge and spin (eV) = 3.288
- lowest unoccupied orbital energy (eV) = 3.2
- E_tot (eV) = -23880.792
- 2S+1 = 1
- total charge = -1
- max |F| (eV Å⁻¹) = 6.7

```
37
Properties=species:S:1:pos:R:3:mulliken_charge:R:1
O -0.12593 1.81577 3.62465 -0.720
O -2.91408 -0.37272 -2.52439 -0.728
O 2.37811 -2.09166 0.38430 -0.680
O -0.50980 3.47151 0.82220 -0.729
O 2.10516 2.42983 -0.55368 -0.543
O -1.42989 -2.59850 -0.18282 -0.686
O -0.31027 -0.09396 -2.94921 -0.777
O 0.65917 -1.97838 -1.72122 -0.965
N 1.01172 0.96491 1.02756 -0.158
N -1.70590 -0.79324 1.21299 -0.350
C -1.32964 0.48012 0.40583 -0.508
C 0.04921 0.54931 -0.10152 0.118
C -0.85840 -1.96789 0.95218 0.415
C 2.30986 1.36910 0.34272 -0.464
H 0.64319 1.72730 3.04322 0.394
H 0.23582 -1.86053 0.66741 0.017
H 1.70912 3.20147 -0.12452 0.341
H -0.55725 2.90707 0.14074 0.401
H 2.24222 -2.99119 0.21967 0.346
H 0.32583 1.11209 -0.95166 1.382
H -0.77692 1.17901 3.34800 0.337
H -2.08653 0.64390 -0.35924 0.369
H -2.99902 -1.18645 -2.08913 0.294
H -0.65732 -2.38759 -0.99509 0.503
H -0.36341 2.91562 1.57985 0.413
H 2.75632 0.58135 -0.35529 0.176
H -0.06084 -0.45350 -3.77198 0.237
H -1.49285 1.31177 1.23403 0.155
H 1.13428 0.15902 1.57421 0.498
H 1.72639 -1.76352 -0.22019 0.045
H 3.10131 1.67677 1.12789 0.319
H -0.93502 -2.69811 1.80467 0.271
H -1.96951 -0.20339 -2.68288 0.403
H 0.70863 -2.60044 -2.32487 0.186
H 0.13515 -0.76055 -2.28336 0.415
H -2.61660 -1.15527 0.98848 0.278
H 0.46767 -0.53903 -0.30959 -2.006
```

Question: Which formula does entry 2 have?
Answer: C4H8INO3